[1]
Below is a molecular structure, C17H12BrF6N2O9S2SeTa, with properties calculated with ωB97M-V/def2-TZVPD.

```
! wB97M-V def2-TZVPD RIJCOSX def2/J DEFGRID3
* xyz 0 1
Ta 0.2906 -0.2838 0.4725
O 0.6547 -3.7460 -0.9842
C 1.0808 -2.6363 -1.0532
O 1.2998 -1.8664 0.0497
C 1.4186 -1.9064 -2.3406
C 2.3749 -0.7326 -2.0881
C 2.9390 -0.1904 -3.3928
C 1.7150 0.5399 -3.9895
C 0.6544 0.2927 -2.9260
O 1.4245 0.3063 -1.6861
C 0.1745 -1.1742 -2.9544
C -1.1125 -1.2499 -2.1571
O -2.1941 -1.4481 -2.6107
O -0.9322 -0.9798 -0.8341
H 1.8163 -2.6422 -3.0367
H 3.0992 -0.8947 -1.2987
H 3.3163 -0.9936 -4.0241
H 3.7577 0.4972 -3.1928
H 1.4028 0.1500 -4.9571
H 1.8991 1.6070 -4.0953
H -0.1362 1.0291 -2.8716
H -0.0512 -1.5145 -3.9617
F 0.5839 5.0700 2.5319
C 0.2777 3.8019 2.7392
F -0.8454 3.7082 3.4280
F 1.2589 3.1998 3.3995
S 0.1147 2.9575 1.1071
O -0.1296 1.5216 1.5370
O 1.3274 3.1380 0.3878
N -1.1827 3.5929 0.5517
S -1.9094 2.7835 -0.6170
O -1.1036 1.6286 -0.9916
O -2.4076 3.6384 -1.6320
C -3.3969 2.0718 0.2244
F -4.2490 1.6642 -0.7021
F -3.0255 1.0391 0.9790
F -3.9656 2.9943 0.9875
Se 2.5446 0.3473 1.6619
C 3.7083 -0.9490 1.0809
N 4.4647 -1.7462 0.7350
Br -2.9957 -3.4603 5.4853
C -2.0684 -2.5658 4.1047
C -2.0088 -3.1381 2.8440
C -1.3318 -2.4752 1.8355
C -0.7124 -1.2370 2.0644
C -0.7870 -0.6959 3.3558
C -1.4596 -1.3507 4.3737
H -2.4843 -4.0900 2.6540
H -1.2851 -2.9389 0.8580
H -0.3134 0.2499 3.5837
H -1.5105 -0.9235 5.3654
*
```

Computed properties:
**Energy above the lowest of the compared OMol25 structures with the same formula, charge and spin**: 0.254 eV

---

[2]
Below is 7 unconnected molecules or ions with the total composition C13H29O26S9 at a distorted geometry, with properties calculated with ωB97M-V/def2-TZVPD.

```
! wB97M-V def2-TZVPD RIJCOSX def2/J DEFGRID3
* xyz 1 1
C -2.7112 -2.2750 0.3556
S -3.4515 -2.9688 -1.0849
O -3.1433 -4.3510 -1.2190
O -4.7695 -2.4854 -1.2871
S -2.2629 -2.1142 -2.7788
S -0.3711 -2.9169 -2.5613
H -3.4054 -2.4469 1.1777
H -1.7366 -2.7340 0.4996
H -2.5645 -1.2105 0.1670
H -2.1309 -0.8276 -2.3555
H -0.7625 -3.7899 -1.6148
C -0.3458 3.1156 -4.0359
C -1.3469 2.0282 -4.3646
O -0.7676 0.8414 -3.7719
S 0.0279 1.2472 -2.4340
O -0.8347 0.9572 -1.3308
O 1.3154 0.6635 -2.4962
O 0.0804 2.7918 -2.6874
H 0.5243 3.0947 -4.6850
H -0.7779 4.1109 -4.0376
H -1.4704 1.8708 -5.4317
H -2.3169 2.2114 -3.8995
C 5.4108 4.3673 -5.7914
C 4.9951 3.0719 -6.4554
O 3.5751 3.0000 -6.2063
S 2.9563 4.4663 -6.2133
O 2.3772 4.7497 -7.4775
O 2.1730 4.6115 -5.0325
O 4.3128 5.2632 -6.0791
H 5.4959 4.2554 -4.7102
H 6.3260 4.7821 -6.2020
H 5.4726 2.1973 -6.0248
H 5.1597 3.0940 -7.5334
C 6.8297 7.2166 -9.6988
C 7.8859 6.2513 -10.2012
O 8.9318 6.3519 -9.2198
S 8.3109 6.6186 -7.7816
O 8.1868 5.3928 -7.0661
O 8.9753 7.7207 -7.1964
O 6.8521 7.0325 -8.2720
H 7.0846 8.2528 -9.9225
H 5.8332 6.9914 -10.0670
H 8.2890 6.5207 -11.1725
H 7.5203 5.2235 -10.2227
C -5.2824 -1.2881 5.1028
C -5.2065 -2.7829 4.8813
O -3.9745 -2.9528 4.1350
S -2.9096 -1.8714 4.6155
O -2.0437 -2.4534 5.5761
O -2.3921 -1.2315 3.4535
O -3.9168 -0.9059 5.3654
H -5.6261 -0.7546 4.2155
H -5.8983 -1.0213 5.9563
H -6.0366 -3.1694 4.2982
H -5.1271 -3.3242 5.8205
C -4.6329 -1.3016 9.7167
C -5.5498 -1.8357 10.7998
O -6.2772 -2.8856 10.1360
S -5.3421 -3.6078 9.0751
O -4.7730 -4.7817 9.6215
O -6.0411 -3.6633 7.8353
O -4.2163 -2.4805 9.0062
H -5.1636 -0.6436 9.0267
H -3.7544 -0.7964 10.1068
H -6.2557 -1.0975 11.1673
H -4.9920 -2.2651 11.6325
C 0.2415 -5.0170 4.5275
C 0.0711 -5.2930 6.0038
O 0.1429 -6.7233 6.0973
S 1.1544 -7.2918 5.0015
O 2.4322 -7.5045 5.5740
O 0.4941 -8.3172 4.2796
O 1.2296 -5.9638 4.1050
H -0.6839 -5.2018 3.9771
H 0.5942 -4.0082 4.3317
H -0.8820 -4.9492 6.3937
H 0.8849 -4.8594 6.5874
*
```

---

Here are the calculated Kohn-Sham gap numbers, same order: 7.68; 7.68 (eV).